C18H11AsN4O2S10W as an isolated structure in a non-equilibrium geometry. Source: the OMol25 dataset; level of theory: ωB97M-V/def2-TZVPD.

Values from the calculation:
multiplicity	1
total charge	0
E_tot	-199917.0435	eV
HOMO level	-7.5	eV

Each line ends with the natural charge from an NBO analysis.
Geometry (Å):
W1 0.97703 -0.22829 0.15861  0.899
O1 5.17005 1.21582 -5.79435  -0.553
C1 4.33000 0.92780 -4.98230  0.188
S1 2.59381 1.20083 -5.20499  0.344
C2 2.08680 0.49634 -3.68532  -0.458
C3 3.03723 0.02867 -2.85821  -0.386
S2 2.94310 -0.86774 -1.35560  0.007
S3 4.69139 0.18367 -3.41396  0.370
S4 0.36687 0.38097 -3.43499  0.281
O2 1.34858 1.45044 -0.70401  -0.521
N1 0.67260 2.57804 -0.61927  -0.003
C4 1.40693 3.71524 -0.65106  0.066
C5 0.76348 4.91060 -0.60044  -0.259
C6 -0.63932 4.91863 -0.52261  -0.129
C7 -1.34602 3.74435 -0.48122  -0.230
C8 -0.67159 2.50897 -0.51166  0.042
S5 -1.35978 0.97026 -0.42386  0.090
H1 2.47259 3.57177 -0.70964  0.258
H2 1.34127 5.82387 -0.61480  0.245
H3 -1.16950 5.86385 -0.48151  0.235
H4 -2.42541 3.72814 -0.40727  0.245
N2 -2.58428 -2.74757 0.81374  -0.511
C9 -2.53406 -2.55981 2.19080  0.103
C10 -3.33996 -3.05827 3.20880  -0.234
C11 -3.00885 -2.69084 4.49734  -0.194
C12 -1.90336 -1.86669 4.75077  -0.212
C13 -1.11010 -1.37480 3.73334  -0.203
C14 -1.44430 -1.71909 2.42077  0.165
N3 -0.87535 -1.40894 1.17164  -0.477
C15 -1.56728 -2.04013 0.27853  0.401
C16 -1.17612 -1.97847 -1.09760  0.044
C17 -1.87459 -2.40483 -2.14632  -0.366
S6 -1.01156 -2.21224 -3.63296  0.344
C18 0.32252 -1.32920 -2.76741  -0.300
N4 0.08815 -1.44519 -1.31556  -0.640
H5 -3.21996 -3.33412 0.30678  0.426
H6 -4.17956 -3.71220 2.99879  0.220
H7 -3.60884 -3.04947 5.32506  0.220
H8 -1.65984 -1.60732 5.77400  0.226
H9 -0.26316 -0.76291 3.97154  0.245
H10 -2.86831 -2.83561 -2.12648  0.240
H11 1.28265 -1.73276 -3.06233  0.263
S7 2.46970 -0.59536 4.59879  -0.553
As1 2.03689 -0.28911 2.60334  0.928
S8 1.86585 -2.13589 1.35799  -0.246
S9 0.29554 1.00969 2.17925  -0.310
S10 3.27807 0.75889 1.26584  -0.312

***

C18H11Cl3FOPtSe4Te as an isolated structure in a non-equilibrium geometry. Source: the OMol25 dataset; level of theory: ωB97M-V/def2-TZVPD.

Values from the calculation:
multiplicity	5
total charge	-1
E_tot	-333102.2419	eV
expectation value of S²	6.030
HOMO level (alpha / beta)	-4.2 / -4.2	eV

Each line ends with the Löwdin spin population.
Geometry (Å):
Pt1 -6.69575 10.42912 14.88886  0.346
Se1 -5.99258 11.25527 17.25943  0.782
Se2 -5.37897 12.73688 15.65766  0.822
Se3 -9.41265 11.36867 12.55728  0.876
Se4 -8.77962 11.99865 14.61711  0.653
Cl1 -8.39802 5.33295 17.47450  0.000
C1 -8.78771 6.99480 17.53669  0.001
C2 -9.67266 7.47856 16.57279  0.000
C3 -10.05952 8.81205 16.58443  0.004
Cl2 -11.18199 9.50528 15.38087  0.015
C4 -9.50963 9.79945 17.50640  0.006
O1 -9.74229 11.06651 17.40390  0.053
C5 -8.75383 9.22445 18.57012  0.006
Cl3 -8.02523 10.31220 19.73788  0.013
C6 -8.33925 7.86947 18.59472  0.000
H1 -10.09666 6.83802 15.77753  0.000
H2 -7.63114 7.48504 19.32033  0.000
F1 -2.17539 6.20477 14.85905  0.000
C7 -3.13317 7.19292 14.98794  0.001
C8 -4.36976 6.93295 15.55018  0.001
C9 -5.39245 7.82077 15.65470  0.014
C10 -5.20334 9.07866 15.07363  0.034
C11 -3.88925 9.36313 14.43054  0.006
C12 -2.85591 8.39685 14.38607  0.001
H3 -4.59757 5.88749 15.86509  0.000
H4 -6.35390 7.55579 16.13856  0.003
H5 -3.82296 10.36810 13.98889  0.004
H6 -1.97219 8.54014 13.86494  0.000
Te1 -7.48489 8.99372 12.91805  0.275
C13 -5.70478 7.94979 12.07202  0.056
C14 -4.78460 8.54406 11.18283  0.006
C15 -3.82703 7.86724 10.50333  0.000
C16 -3.68777 6.45255 10.67235  0.001
C17 -4.58780 5.81230 11.50085  0.004
C18 -5.54732 6.63380 12.26792  0.012
H7 -4.62839 9.62746 11.11307  0.001
H8 -3.14469 8.32119 9.77819  0.000
H9 -2.87990 5.91809 10.21475  0.000
H10 -4.41307 4.81405 11.81688  0.000
H11 -6.15321 5.98874 12.94808  0.003

***

A single C18H11ClN2OS molecule in a non-equilibrium geometry. Source: the OMol25 dataset; level of theory: ωB97M-V/def2-TZVPD.

Values from the calculation:
multiplicity	1
total charge	0
SMILES string	N#C/C(C(=O)c1ccccc1Cl)=C1\NC(c2ccccc2)=CS1
E_tot	-47227.2525	eV
HOMO level	-7.9	eV

Each line ends with the natural charge from an NBO analysis.
Geometry (Å):
N1 1.61726 2.24535 0.89595  -0.337
C1 1.77744 1.21819 1.35781  0.283
C2 1.96721 -0.15507 1.64739  -0.419
C3 2.05218 -0.44011 3.06738  0.557
O1 2.81018 -1.21603 3.56222  -0.504
C4 1.14997 0.07324 4.07201  -0.156
C5 1.52074 0.53172 5.28383  -0.144
C6 0.67318 0.83977 6.34438  -0.214
C7 -0.62616 0.58651 6.18855  -0.187
C8 -1.06544 0.09665 4.94660  -0.234
C9 -0.25572 -0.14707 3.88473  -0.016
Cl1 -1.01145 -0.89653 2.53162  0.018
C10 1.60683 -1.09329 0.79217  0.158
N2 1.44010 -0.73190 -0.56007  -0.567
C11 0.63928 -1.63527 -1.21321  0.167
C12 -0.31949 -1.32118 -2.37465  -0.072
C13 -0.16634 -0.12509 -3.08551  -0.199
C14 -0.93842 0.20728 -4.22639  -0.198
C15 -1.95836 -0.77346 -4.62871  -0.209
C16 -2.14812 -1.90115 -3.86103  -0.214
C17 -1.29018 -2.23898 -2.78294  -0.180
C18 0.58505 -2.86759 -0.61302  -0.438
S1 1.35762 -2.80079 0.96815  0.433
H1 2.55538 0.68939 5.31991  0.219
H2 1.07738 1.10692 7.28561  0.220
H3 -1.32743 0.95699 6.98680  0.225
H4 -2.16019 0.05810 4.69262  0.226
H5 1.52155 0.25264 -0.90454  0.441
H6 0.62965 0.57331 -2.80055  0.201
H7 -0.66056 1.17461 -4.69204  0.231
H8 -2.47672 -0.72637 -5.61784  0.225
H9 -3.01740 -2.55738 -4.19258  0.225
H10 -1.41592 -3.20483 -2.27521  0.218
H11 0.16349 -3.78058 -0.92917  0.243

***

A single C18H11ClN6O molecule in a non-equilibrium geometry. Source: the OMol25 dataset; level of theory: ωB97M-V/def2-TZVPD.

Values from the calculation:
multiplicity	1
total charge	0
SMILES string	Clc1cc(Nc2c(-c3ncccn3)oc3cnccc23)c2cn[nH]c2c1
E_tot	-42351.9247	eV
HOMO level	-7.7	eV

Each line ends with the natural charge from an NBO analysis.
Geometry (Å):
Cl1 3.10252 -2.61621 -1.02810  -0.015
C1 1.56627 -2.12886 -1.77317  0.044
C2 0.66970 -1.48255 -1.04151  -0.333
C3 -0.38528 -0.78926 -1.45746  0.219
N1 -1.23556 0.01615 -0.66754  -0.603
C4 -0.99413 0.34878 0.71139  0.102
C5 -1.24456 1.61988 1.23641  0.284
C6 -1.78128 2.81009 0.48322  0.353
N2 -1.94435 3.96939 1.19856  -0.430
C7 -2.37914 5.03449 0.55278  0.096
C8 -2.63549 4.94976 -0.79281  -0.314
C9 -2.28313 3.83867 -1.48294  0.075
N3 -1.73823 2.72496 -0.88124  -0.471
O1 -0.94956 1.74203 2.48980  -0.378
C10 -0.66649 0.42394 2.89091  0.243
C11 -0.42557 -0.06656 4.20286  0.014
N4 -0.32773 -1.39883 4.31431  -0.423
C12 -0.47970 -2.29250 3.27335  0.007
C13 -0.78655 -1.79882 2.03512  -0.211
C14 -0.81103 -0.44087 1.79974  -0.128
C15 -0.58389 -0.84046 -2.78292  -0.195
C16 -1.58451 -0.31782 -3.64084  -0.036
N5 -1.35003 -0.79802 -4.81464  -0.228
N6 -0.31157 -1.58859 -4.81145  -0.352
C17 0.20794 -1.58787 -3.57723  0.203
C18 1.33836 -2.19421 -3.09888  -0.318
H1 0.83018 -1.37771 0.01726  0.219
H2 -1.67222 0.82048 -1.16737  0.440
H3 -2.73524 5.95229 1.07389  0.207
H4 -2.93288 5.89447 -1.31148  0.228
H5 -2.38862 3.86480 -2.54976  0.206
H6 -0.03815 0.53704 5.06491  0.221
H7 -0.20618 -3.34178 3.18449  0.212
H8 -0.88560 -2.45265 1.26035  0.212
H9 -2.30703 0.45696 -3.37632  0.211
H10 -0.06212 -2.29546 -5.52306  0.415
H11 2.08042 -2.57151 -3.72580  0.221

***

C18H11F6MgN4O10S2 as an isolated structure. Source: the OMol25 dataset; level of theory: ωB97M-V/def2-TZVPD.

Values from the calculation:
multiplicity	1
total charge	-1
E_tot	-88710.2047	eV
HOMO level	-6.7	eV

Each line ends with the natural charge from an NBO analysis.
Geometry (Å):
Mg1 -0.85952 0.45912 0.29269  1.808
O1 2.16047 -2.25659 0.20994  -0.682
C1 1.54721 -1.41615 -0.44381  0.779
O2 0.49067 -0.81874 -0.06877  -0.933
C2 2.11073 -1.04075 -1.81381  0.111
C3 3.27389 -1.72447 -2.25848  -0.225
C4 3.79554 -1.41209 -3.47352  -0.159
C5 3.16650 -0.41921 -4.26347  -0.128
C6 3.63522 -0.03656 -5.54254  -0.184
C7 2.98372 0.92601 -6.25880  -0.223
C8 1.83224 1.55019 -5.72760  -0.206
C9 1.35860 1.19991 -4.49580  -0.210
C10 2.01751 0.20489 -3.73276  0.219
N1 1.50830 -0.11559 -2.50852  -0.410
H1 3.70568 -2.46964 -1.60746  0.243
H2 4.68397 -1.90816 -3.84861  0.204
H3 4.51941 -0.52132 -5.94129  0.202
H4 3.34716 1.21516 -7.23707  0.205
H5 1.32280 2.31273 -6.30291  0.211
H6 0.47971 1.66846 -4.07511  0.239
C11 1.21527 -0.78072 3.33905  -0.676
C12 -0.25896 -0.60059 3.36692  0.422
N2 -0.98381 -0.16674 2.35842  -0.590
C13 -2.28872 -0.17223 2.76143  0.009
C14 -2.36654 -0.60912 4.05168  -0.027
N3 -1.06500 -0.87163 4.41607  -0.483
C15 -3.47491 -0.83268 5.00148  0.767
O3 -4.68365 -0.57144 4.55825  -0.677
O4 -3.24145 -1.24628 6.11868  -0.628
C16 -3.32765 0.22086 1.75831  0.790
O5 -4.51867 0.22188 2.10992  -0.689
O6 -2.86344 0.50567 0.61660  -0.842
H7 1.49872 -1.32210 2.43355  0.290
H8 1.56297 -1.32483 4.21628  0.212
H9 1.70869 0.19203 3.30921  0.240
H10 -0.80905 -1.22868 5.32261  0.438
H11 -4.66996 -0.24507 3.58993  0.513
F1 1.56966 5.61805 0.74637  -0.308
C17 0.89475 4.60356 1.28135  0.722
F2 -0.36231 4.98279 1.48522  -0.308
F3 1.44615 4.29500 2.45844  -0.313
S1 0.98758 3.12427 0.18890  2.275
O7 0.23007 2.12848 0.93530  -1.034
O8 2.37872 2.89817 -0.00068  -0.892
N4 0.27211 3.64274 -1.10636  -1.226
S2 -1.00428 3.01082 -1.75934  2.282
O9 -1.21865 1.62190 -1.39921  -1.020
O10 -1.09162 3.35627 -3.13838  -0.906
C18 -2.42358 3.88518 -0.96802  0.721
F4 -2.47451 3.60576 0.33080  -0.306
F5 -2.29544 5.20484 -1.11651  -0.314
F6 -3.55453 3.49599 -1.54566  -0.302

***

C18H11N8O2PtS4Se as an isolated structure. Source: the OMol25 dataset; level of theory: ωB97M-V/def2-TZVPD.

Values from the calculation:
multiplicity	1
total charge	-1
E_tot	-146795.4509	eV
HOMO level (alpha / beta)	-5.2 / -5.2	eV

Each line ends with the natural charge from an NBO analysis.
Geometry (Å):
Pt1 1.25724 -1.01344 1.26766  0.720
S1 2.60222 -1.80346 2.90056  -0.032
C1 1.42938 -2.38613 4.08157  -0.248
S2 -0.11066 -1.65754 4.27886  -0.276
C2 1.83686 -3.46125 4.86200  -0.474
C3 3.09193 -4.11333 4.67945  0.302
N1 4.10578 -4.64823 4.55500  -0.359
C4 1.00963 -3.98050 5.90135  0.316
N2 0.36712 -4.44994 6.73565  -0.371
N3 -3.50082 2.25855 -3.95722  -0.805
C5 -2.16379 2.07451 -3.59443  0.148
C6 -1.47924 3.05993 -2.88378  -0.274
C7 -0.13694 2.89768 -2.57320  -0.172
C8 0.53320 1.74667 -2.95921  -0.372
C9 -0.13915 0.76409 -3.67463  -0.176
C10 -1.47663 0.92427 -3.98890  -0.233
S3 2.24420 1.51598 -2.53998  2.338
O1 2.80280 2.84957 -2.43014  -0.982
O2 2.75978 0.62786 -3.54632  -0.957
N4 2.22701 0.75437 -1.14851  -0.911
C11 2.39824 1.38313 0.00550  0.278
S4 2.96526 3.01944 0.28574  0.392
C12 2.87983 2.77218 1.99817  -0.488
C13 2.46212 1.52963 2.27874  -0.028
N5 2.19090 0.75434 1.16992  -0.543
H1 -4.01940 2.89576 -3.37473  0.375
H2 -4.01155 1.41201 -4.14925  0.374
H3 -1.99857 3.96333 -2.58500  0.207
H4 0.40085 3.66487 -2.03137  0.243
H5 0.39920 -0.12339 -3.97981  0.247
H6 -1.99810 0.15570 -4.54856  0.200
H7 3.13633 3.55220 2.69371  0.235
H8 2.31136 1.09259 3.25272  0.239
Se1 -0.95112 -3.69267 2.35224  1.282
N6 -2.50881 -3.38138 1.61696  -0.692
C14 -2.35248 -2.36496 0.74660  0.100
C15 -3.32000 -1.61298 0.03438  -0.166
C16 -2.88106 -0.51765 -0.66188  -0.279
C17 -1.51251 -0.11933 -0.64707  0.099
N7 -0.59155 -0.82449 -0.04025  -0.462
C18 -1.02249 -1.94454 0.58763  0.262
N8 -0.08902 -2.59508 1.28134  -0.732
H9 -4.36664 -1.88293 0.07751  0.226
H10 -3.57931 0.10297 -1.20689  0.221
H11 -1.20145 0.80160 -1.12212  0.226